Below is C4H6O2Yb as an isolated structure at a distorted geometry, with properties calculated with ωB97M-V/def2-TZVPD.

```
! RIJCOSX wB97M-V def2-TZVPD def2/J DEFGRID3
* xyz 1 2
C -1.3460 0.0597 0.3905
O -2.3178 -0.8827 0.3069
H -1.7675 1.0636 0.3205
H -1.9504 -1.7643 0.1746
C 1.4702 0.9109 -1.6935
C 0.9743 0.8799 -0.4483
C 0.0537 -0.1747 0.0458
O -0.3726 -0.0667 1.4389
Yb 0.0035 -1.8833 3.3975
H 1.3314 0.0625 -2.3695
H 1.0390 1.7892 0.1601
H 2.5515 1.2091 -1.5062
H 0.3307 -1.2032 -0.2173
*
```

The HOMO energy (spin up / spin down) is -10.44 / -12.87 eV. For the molar mass, the calculation gives 259.1 u. The orbital gap (spin up / spin down) comes out at 6.77 / 8.04 eV. Its total energy is -1464.7794 Ha. Its LUMO energy (spin up / spin down) is -3.7 / -4.8 eV. As for the expectation value of S²: 0.750.

Charges obtained by Mulliken population analysis, quoted in units of e: number 1, C, carries 0.237; number 2, O, carries -0.470; number 3, H, carries 0.375; number 4, H, carries 0.310; number 5, C, carries -0.737; number 6, C, carries -0.480; number 7, C, carries 0.016; number 8, O, carries -0.236; number 9, Yb, carries 0.711; number 10, H, carries 0.276; number 11, H, carries 0.336; number 12, H, carries 0.272; number 13, H, carries 0.390

---

Below is C31H45BrMgN2P2 as an isolated structure at a distorted geometry, with properties calculated with ωB97M-V/def2-TZVPD.

```
! RIJCOSX wB97M-V def2-TZVPD def2/J DEFGRID3
* xyz 2 1
C -0.6782 6.8895 -3.4678
C -0.9811 5.5166 -3.6024
C -1.1729 4.9123 -4.8792
C -1.1727 5.7860 -5.9682
N -0.9633 7.0952 -5.8271
C -0.7119 7.6464 -4.6370
C -1.1351 4.8187 -2.4109
C -1.0804 3.8606 -1.6298
C -0.6979 2.4407 -1.1833
C 0.4776 2.3420 -0.4312
C 0.7268 1.1004 0.2385
C -0.2870 0.1230 0.3415
C -1.4766 0.3041 -0.4120
C -1.6927 1.4425 -1.1895
Mg -1.7806 3.7416 0.2028
P 2.1896 -1.4475 1.1010
H -1.3246 3.8390 -5.0322
H -0.4424 7.3509 -2.5042
H -1.3469 5.4039 -6.9770
H -0.5275 8.7192 -4.5867
H -2.6275 1.6446 -1.7374
H 1.1199 3.2074 -0.2073
H -2.2601 -0.4464 -0.2811
H 1.7578 0.9755 0.5604
C 2.4695 -3.0064 2.0122
C 3.3178 -4.0226 1.2592
H 1.4683 -3.4160 2.2311
H 2.9255 -2.7747 2.9873
H 3.4990 -4.9118 1.8724
H 2.8160 -4.3653 0.3523
H 4.3006 -3.6334 0.9753
C 2.1332 -1.7784 -0.6964
C 3.0927 -1.0142 -1.6127
H 1.1243 -1.4642 -0.9826
H 2.1415 -2.8564 -0.9273
H 2.8474 -1.2126 -2.6643
H 3.0244 0.0737 -1.4915
H 4.1402 -1.3073 -1.4890
C 3.5835 -0.3295 1.5206
C 4.9512 -1.0070 1.5121
H 3.3734 0.0937 2.5181
H 3.6034 0.5357 0.8420
H 5.7489 -0.2785 1.7039
H 5.0227 -1.7699 2.2922
H 5.1705 -1.4675 0.5435
Br -0.5652 -1.0212 1.7357
P -2.5428 -3.4896 -1.7911
C -0.7580 -3.6720 -1.5345
C -0.2689 -5.0863 -1.8909
H -0.5547 -3.4113 -0.4831
H -0.2894 -2.9211 -2.1870
H 0.7985 -5.0601 -2.1533
H -0.3890 -5.7802 -1.0456
H -0.8227 -5.4992 -2.7486
C -3.1584 -3.3738 -0.0841
C -4.5497 -4.0366 -0.0487
H -3.1850 -2.3233 0.2363
H -2.4767 -3.9189 0.5882
H -4.8855 -4.2283 0.9820
H -5.2808 -3.3830 -0.5418
H -4.5231 -4.9973 -0.5824
C -2.7492 -1.9537 -2.7922
C -3.1366 -2.2023 -4.2784
H -1.7989 -1.3937 -2.6769
H -3.5519 -1.3898 -2.2889
H -3.5695 -1.2740 -4.6929
H -2.2503 -2.4605 -4.8831
H -3.8822 -3.0187 -4.3669
C 0.0525 2.7605 7.5448
C -0.0183 2.1745 6.1594
C 1.1124 1.6245 5.5510
C 1.0501 1.2256 4.2089
N -0.0779 1.2991 3.5022
C -1.1804 1.7807 4.0764
C -1.1981 2.1798 5.4198
H 0.3726 2.0143 8.2814
H 0.7678 3.5929 7.5916
H -0.9274 3.1433 7.8470
H 2.0402 1.4980 6.0994
H 1.9516 0.8668 3.6936
H -2.0834 1.8672 3.4513
H -2.1378 2.5140 5.8629
*
```

The HOMO energy (spin up / spin down) is -11.84 / -11.83 eV. For the molar mass, the calculation gives 611.9 u. The orbital gap (spin up / spin down) comes out at 5.00 / 4.10 eV. Its total energy is -4773.7757 Ha. Its LUMO energy (spin up / spin down) is -6.8 / -7.7 eV.

Charges obtained by Mulliken population analysis, quoted in units of e: number 1, C, carries -0.431; number 2, C, carries 0.335; number 3, C, carries -0.306; number 4, C, carries -0.381; number 5, N, carries -0.493; number 6, C, carries -0.388; number 7, C, carries 1.394; number 8, C, carries -1.335; number 9, C, carries 0.195; number 10, C, carries -0.874; number 11, C, carries 0.884; number 12, C, carries 0.420; number 13, C, carries -0.882; number 14, C, carries -0.867; number 15, Mg, carries 0.733; number 16, P, carries 0.453; number 17, H, carries 0.408; number 18, H, carries 0.397; number 19, H, carries 0.377; number 20, H, carries 0.368; number 21, H, carries 0.481; number 22, H, carries 0.408; number 23, H, carries 0.388; number 24, H, carries -0.027; number 25, C, carries -0.502; number 26, C, carries -1.113; number 27, H, carries 0.483; number 28, H, carries 0.486; number 29, H, carries 0.409; number 30, H, carries 0.257; number 31, H, carries 0.265; number 32, C, carries 0.972; number 33, C, carries -1.564; number 34, H, carries -0.565; number 35, H, carries 0.363; number 36, H, carries 0.443; number 37, H, carries 0.269; number 38, H, carries 0.339; number 39, C, carries -0.295; number 40, C, carries -1.432; number 41, H, carries -0.010; number 42, H, carries 0.620; number 43, H, carries 0.444; number 44, H, carries 0.340; number 45, H, carries 0.267; number 46, Br, carries 0.074; number 47, P, carries -0.193; number 48, C, carries 0.551; number 49, C, carries -1.417; number 50, H, carries -0.364; number 51, H, carries 0.293; number 52, H, carries 0.359; number 53, H, carries 0.327; number 54, H, carries 0.425; number 55, C, carries -0.045; number 56, C, carries -1.357; number 57, H, carries 0.057; number 58, H, carries 0.384; number 59, H, carries 0.374; number 60, H, carries 0.330; number 61, H, carries 0.387; number 62, C, carries 0.017; number 63, C, carries -1.321; number 64, H, carries -0.031; number 65, H, carries 0.409; number 66, H, carries 0.387; number 67, H, carries 0.303; number 68, H, carries 0.344; number 69, C, carries -1.316; number 70, C, carries 0.763; number 71, C, carries -0.516; number 72, C, carries 0.230; number 73, N, carries -0.076; number 74, C, carries -0.399; number 75, C, carries -0.742; number 76, H, carries 0.333; number 77, H, carries 0.328; number 78, H, carries 0.351; number 79, H, carries 0.432; number 80, H, carries -0.164; number 81, H, carries 0.390; number 82, H, carries 0.360

---

Below is C26H20Cl6GeN2O2Pt as an isolated structure, with properties calculated with ωB97M-V/def2-TZVPD.

```
! RIJCOSX wB97M-V def2-TZVPD def2/J DEFGRID3
* xyz 0 1
Pt 0.0674 0.3690 -0.0735
Cl -4.8857 -1.4503 -4.9734
C -3.3338 -0.9757 -4.3571
C -2.1810 -1.5868 -4.8298
C -0.9520 -1.1860 -4.3415
C -0.8324 -0.2001 -3.3642
O 0.3998 0.2217 -2.9943
C -2.0058 0.4073 -2.8961
C -2.0254 1.4903 -1.9311
N -1.2276 1.6168 -0.9383
C -1.3423 2.7951 -0.1338
C -1.6509 4.0331 -0.6245
C -1.8088 5.1261 0.2554
C -1.6702 4.9619 1.6042
C -1.3242 3.6950 2.1317
C -1.1666 3.4296 3.5134
C -0.8379 2.1706 3.9204
C -0.6045 1.1700 2.9546
N -0.7063 1.3903 1.6672
C -1.1145 2.6239 1.2497
C -3.2462 0.0276 -3.4193
H -2.2500 -2.3571 -5.5855
H -0.0489 -1.6311 -4.7309
H -2.7915 2.2547 -2.0561
H -1.7571 4.1800 -1.6914
H -2.0472 6.0986 -0.1530
H -1.8094 5.7940 2.2824
H -1.3147 4.2286 4.2291
H -0.7223 1.9228 4.9657
H -0.2976 0.1743 3.2525
H -4.1466 0.5231 -3.0778
Cl 2.1252 -2.8402 6.2672
C 1.9429 -2.1957 4.6801
C 0.7556 -2.3799 3.9776
Cl -0.5413 -3.2598 4.6891
C 0.6093 -1.8633 2.6988
Cl -0.8524 -2.1151 1.8178
C 1.6346 -1.1122 2.0652
O 1.5721 -0.5762 0.8831
C 2.8289 -0.9615 2.8013
Cl 4.1001 -0.0708 2.0557
C 2.9790 -1.4891 4.0753
Cl 4.4586 -1.2560 4.9258
C 2.0739 -2.5512 -3.7521
Ge 1.2094 -2.3437 -1.9905
C -0.4793 -3.3597 -1.9258
C 2.4762 -3.0241 -0.6613
C 0.9374 -0.3710 -1.7430
H 1.5553 -3.2967 -4.3576
H 3.1017 -2.8881 -3.6128
H 2.1008 -1.6080 -4.2975
H -0.7112 -3.7922 -2.8998
H -1.3048 -2.7053 -1.6428
H -0.4111 -4.1645 -1.1940
H 3.0498 -3.8521 -1.0799
H 1.9516 -3.3811 0.2241
H 3.1606 -2.2326 -0.3592
H 1.9556 0.0301 -1.7081
*
```

The HOMO energy is -7.84 eV. For the molar mass, the calculation gives 872.9 u. The orbital gap comes out at 6.70 eV. Its total energy is -6220.1743 Ha. Its LUMO energy is -1.1 eV.

Charges obtained by Mulliken population analysis, quoted in units of e: number 1, Pt, carries 0.711; number 2, Cl, carries -0.228; number 3, C, carries 0.159; number 4, C, carries -0.728; number 5, C, carries 0.145; number 6, C, carries -0.080; number 7, O, carries -0.694; number 8, C, carries 0.575; number 9, C, carries -0.202; number 10, N, carries -0.289; number 11, C, carries -0.395; number 12, C, carries 0.024; number 13, C, carries -0.851; number 14, C, carries -0.858; number 15, C, carries 1.210; number 16, C, carries -0.713; number 17, C, carries -1.057; number 18, C, carries 0.418; number 19, N, carries -0.149; number 20, C, carries 0.154; number 21, C, carries -1.115; number 22, H, carries 0.457; number 23, H, carries 0.494; number 24, H, carries 0.670; number 25, H, carries 0.652; number 26, H, carries 0.394; number 27, H, carries 0.391; number 28, H, carries 0.426; number 29, H, carries 0.446; number 30, H, carries 0.193; number 31, H, carries 0.471; number 32, Cl, carries -0.195; number 33, C, carries 0.153; number 34, C, carries 0.434; number 35, Cl, carries -0.185; number 36, C, carries 0.365; number 37, Cl, carries -0.091; number 38, C, carries -0.721; number 39, O, carries -0.854; number 40, C, carries 0.398; number 41, Cl, carries -0.189; number 42, C, carries 0.263; number 43, Cl, carries -0.191; number 44, C, carries -1.469; number 45, Ge, carries 1.019; number 46, C, carries -1.259; number 47, C, carries -1.350; number 48, C, carries -1.021; number 49, H, carries 0.413; number 50, H, carries 0.404; number 51, H, carries 0.429; number 52, H, carries 0.406; number 53, H, carries 0.291; number 54, H, carries 0.431; number 55, H, carries 0.506; number 56, H, carries 0.254; number 57, H, carries 0.322; number 58, H, carries 0.808